9
Properties=species:S:1:pos:R:3 method="wB97M-V/def2-TZVPD" multiplicity=3 gap_ev="6.51 / 6.65" total_energy_ha=-1082.7951 e_homo_ev="-6.083 / -9.967" s2=2.012 lumo_ev="0.4259 / -3.3137"
C -0.484 0.068 -0.460
N -0.051 1.381 -0.224
N 0.443 -0.963 -0.282
O 1.365 -0.852 0.915
S -1.953 -0.180 -1.036
Cl 0.491 -1.245 2.322
H 0.844 1.825 -0.342
H -0.741 1.889 -0.644
H 0.087 -1.923 -0.248

***

7
Properties=species:S:1:pos:R:3 method="wB97M-V/def2-TZVPD" gap_ev="7.20 / 7.20" charge=-1 total_energy_ha=-630.0064 e_above_lowest_kcal_mol=122.4 e_homo_ev="-3.023 / -3.024" lumo_ev="4.1808 / 4.1807"
C 0.124 -0.776 -0.062
N -1.166 1.052 -0.291
O -0.613 0.112 0.469
Cl 2.518 0.318 -0.015
H 0.347 -0.902 -1.100
H 0.591 -1.391 0.693
H -1.801 1.586 0.306

***

9
Properties=species:S:1:pos:R:3 method="wB97M-V/def2-TZVPD" multiplicity=3 gap_ev="2.13 / 4.05" charge=-1 total_energy_ha=-1103.3457 e_above_lowest_kcal_mol=37.2 e_homo_ev="0.882 / -3.665" s2=2.012 lumo_ev="3.0086 / 0.3893"
C 1.309 -0.018 0.410
N 2.259 0.382 1.120
O -2.465 -0.965 0.113
O -1.458 1.197 0.037
S -2.460 0.320 -0.575
Cl 1.080 -1.175 -0.817
H 0.335 0.429 0.505
H 3.247 -0.053 1.079
H -1.847 -0.116 -1.872

***

6
Properties=species:S:1:pos:R:3 method="wB97M-V/def2-TZVPD" gap_ev=11.01 total_energy_ha=-575.2937 e_above_lowest_kcal_mol=19.1 e_homo_ev=-10.186 lumo_ev=0.8247
C -0.667 -0.262 -1.406
O 0.196 0.473 -1.034
H -0.538 -0.861 -2.236
H -1.678 -0.372 -0.962
Cl 1.288 -1.464 1.560
H 0.895 -0.783 2.635

***

8
Properties=species:S:1:pos:R:3 method="wB97M-V/def2-TZVPD" gap_ev="7.62 / 7.37" total_energy_ha=-1048.6750 e_above_lowest_kcal_mol=64.0 e_homo_ev="-10.546 / -10.455" lumo_ev="-2.9250 / -3.0884"
C 0.991 0.281 0.009
O -0.801 -1.312 1.210
O -0.850 -1.200 -1.265
S -0.634 -0.578 0.000
Cl -2.573 1.529 0.036
H 1.701 -0.407 -0.442
H 0.917 1.184 -0.585
H 1.251 0.502 1.036

***

8
Properties=species:S:1:pos:R:3 method="wB97M-V/def2-TZVPD" gap_ev=8.82 total_energy_ha=-1048.7016 e_above_lowest_kcal_mol=47.4 e_homo_ev=-8.713 lumo_ev=0.1092
O -1.434 -1.316 0.627
S -2.200 -0.356 -0.441
Cl -1.925 1.424 0.403
H -0.415 -1.241 0.657
C 1.458 0.373 -0.345
O 1.162 -0.642 0.206
H 1.007 0.828 -1.132
H 2.346 0.930 0.025

***

9
Properties=species:S:1:pos:R:3 method="wB97M-V/def2-TZVPD" gap_ev=8.54 charge=-1 total_energy_ha=-1067.2091 e_above_lowest_kcal_mol=46.4 e_homo_ev=-4.424 lumo_ev=4.1152
C -1.064 -0.120 0.066
O 1.016 -1.416 -1.323
O 0.991 -1.394 1.254
O 0.794 2.471 0.020
P 0.633 -0.822 -0.037
Cl 1.726 1.180 0.084
H -1.070 0.896 -0.417
H -1.726 -0.560 -0.694
H -1.302 -0.234 1.047

***

9
Properties=species:S:1:pos:R:3 method="wB97M-V/def2-TZVPD" gap_ev=10.91 total_energy_ha=-1123.9130 e_above_lowest_kcal_mol=32.9 e_homo_ev=-11.452 lumo_ev=-0.5380
C 0.371 -0.860 -0.813
O 0.808 1.582 0.310
O -1.775 1.876 0.796
O -0.811 -0.152 -0.598
S -0.430 1.000 0.546
Cl -0.317 -0.211 2.207
H 0.996 -0.709 0.090
H 1.094 -0.584 -1.711
H 0.063 -1.942 -0.827

***

Per-record F_max, Eh/bohr: 0.132 0.051 0.135 0.055 0.049 0.077 0.099 0.196